C4H9O2S | ωB97M-V/def2-TZVPD

Values from the calculation:
energy = -706.28438 Ha
total charge = -1
energy above the lowest of the compared OMol25 structures with the same formula, charge and spin = 692.0 kJ/mol
frontier orbital gap (spin up / spin down) = 6.57 / 5.19 eV

Cartesian coordinates (Å):
C1 -1.8000 -2.4351 0.8690
C2 1.2668 2.7257 -0.9124
C3 -0.0414 2.3855 -0.3951
C4 0.1373 -1.1188 0.3984
O1 0.2513 -3.1722 2.1812
O2 0.3086 -3.6531 -0.2374
S1 -0.1039 -2.7749 0.8536
H1 -2.0003 -1.3125 1.0650
H2 -2.2609 -2.7019 -0.0350
H3 1.2237 2.9395 -1.9938
H4 1.7421 3.5487 -0.5075
H5 2.0134 1.9254 -0.9906
H6 -0.7793 1.9455 -1.0497
H7 -0.4073 3.0314 0.3569
H8 -0.0923 -0.2749 1.0156
H9 0.5423 -1.0583 -0.6181

***

HIN3P | ωB97M-V/def2-TZVPD

Values from the calculation:
energy = -803.79789 Ha
SMILES string = [H]/N=N/N=P\I
energy above the lowest of the compared OMol25 structures with the same formula, charge and spin = 406.6 kJ/mol
frontier orbital gap = 7.17 eV

Cartesian coordinates (Å):
H1 1.4025 -1.6255 -0.3224
N1 1.1722 -0.9094 0.4539
N2 0.7833 0.1262 0.0575
N3 0.4068 1.2434 -0.0137
P1 -1.4276 1.7227 -0.0340
I1 -2.3371 -0.5575 -0.1414

***

C10H10BClF4V | ωB97M-V/def2-TZVPD

Values from the calculation:
spin multiplicity = 3
energy = -2215.85604 Ha
total charge = -1
energy above the lowest of the compared OMol25 structures with the same formula, charge and spin = 0.0 kJ/mol
frontier orbital gap (spin up / spin down) = 7.02 / 7.33 eV

Cartesian coordinates (Å):
C1 0.9728 -1.5347 0.9889
C2 0.9805 -1.7170 -0.4473
C3 -0.4022 -1.8413 -0.8621
H1 1.8327 -1.8672 -1.0939
C4 -1.2457 -1.5556 0.2823
C5 -0.3704 -1.4185 1.4001
H2 -0.6862 -1.3136 2.4262
H3 1.8038 -1.5704 1.6817
H4 -0.7478 -2.2325 -1.8185
H5 -2.3381 -1.6351 0.3185
V1 0.0190 0.3889 -0.7239
Cl1 1.3901 1.3435 0.7334
C6 0.1192 2.2676 -1.7839
C7 -1.1114 1.5904 -2.0769
C8 -0.7845 0.3467 -2.7002
H6 -2.1085 1.9757 -1.8888
C9 0.6432 0.2058 -2.7182
C10 1.2072 1.4076 -2.1814
H7 2.2698 1.6375 -2.1322
H8 0.2035 3.2600 -1.3529
H9 -1.5009 -0.3457 -3.1289
H10 1.2127 -0.6220 -3.1310
F1 -0.7078 1.8482 3.3905
B1 -0.2759 0.6621 4.0470
F2 -1.2416 -0.3961 3.8709
F3 0.9649 0.2064 3.4684
F4 -0.0984 0.9094 5.4321

***

C30H60O30 | ωB97M-V/def2-TZVPD

Values from the calculation:
energy = -3436.13365 Ha
SMILES string = COC(=O)OC.COC(=O)OC.COC(=O)OC.COC(=O)OC.COC(=O)OC.COC(=O)OC.COC(=O)OC.COC(=O)OC.COC(=O)OC.COC(=O)OC
energy above the lowest of the compared OMol25 structures with the same formula, charge and spin = 568.4 kJ/mol
frontier orbital gap = 10.37 eV

Cartesian coordinates (Å):
C1 4.1654 -2.8137 -2.2139
O1 5.1718 -2.0442 -1.5220
C2 6.2349 -1.6406 -2.2407
O2 6.4389 -1.8434 -3.4230
O3 7.2148 -1.1634 -1.4151
C3 6.9894 -0.5719 -0.1243
H1 3.3116 -2.9622 -1.5528
H2 4.6706 -3.7159 -2.5587
H3 3.6667 -2.2926 -3.0311
H4 7.9587 -0.3114 0.3008
H5 6.3723 -1.2044 0.5138
H6 6.3174 0.2709 -0.2860
C4 -5.3529 6.0642 3.3964
O4 -6.0779 5.2010 2.5210
C5 -6.8988 4.1625 2.9711
O5 -7.2589 3.9957 4.0856
O6 -7.1453 3.4245 1.9447
C6 -7.5964 2.1280 2.1649
H7 -5.8454 6.9755 3.7358
H8 -4.4416 6.3244 2.8580
H9 -4.9459 5.6368 4.3128
H10 -7.3512 1.5111 1.3005
H11 -8.6647 2.2506 2.3438
H12 -7.1608 1.6308 3.0316
C7 6.0350 -5.6907 3.0474
O7 5.5610 -6.1172 1.7636
C8 4.5259 -7.0460 1.6422
O8 3.8470 -7.5837 2.5203
O9 4.3533 -7.2331 0.3582
C9 3.4286 -8.1330 -0.3254
H13 5.3597 -4.9725 3.5125
H14 6.9629 -5.1252 3.1330
H15 6.2197 -6.5776 3.6535
H16 3.5702 -9.1926 -0.1126
H17 3.2735 -8.0187 -1.3982
H18 2.4472 -7.9795 0.1233
C10 -2.1531 0.6932 -0.2266
O10 -1.3297 0.1060 0.7847
C11 -0.0006 0.2412 0.7559
O11 0.6714 0.7182 -0.1754
O12 0.4091 -0.2908 1.9271
C12 1.7838 -0.2491 2.2028
H19 -2.3920 1.6604 0.2156
H20 -3.0520 0.1627 -0.5407
H21 -1.5356 0.9095 -1.0984
H22 2.1779 0.7062 2.5494
H23 2.3764 -0.6228 1.3678
H24 1.7968 -1.0136 2.9797
C13 -5.5977 -6.8078 6.0924
O13 -4.6652 -6.2546 5.1833
C14 -4.8186 -4.9633 4.6944
O14 -5.7773 -4.2549 4.9693
O15 -3.7853 -4.5854 3.8473
C15 -2.6503 -5.4673 3.5830
H25 -5.6062 -7.8953 6.0182
H26 -6.6230 -6.4826 5.9160
H27 -5.3262 -6.5654 7.1199
H28 -1.9326 -4.8763 3.0142
H29 -2.9842 -6.2765 2.9336
H30 -2.1838 -5.9011 4.4675
C16 -4.4549 2.4329 -7.4522
O16 -5.2837 1.2693 -7.5994
C17 -5.8849 0.7574 -6.5506
O17 -5.6911 1.2341 -5.4793
O18 -6.6169 -0.2622 -6.9007
C18 -7.3321 -1.0298 -5.9262
H31 -3.7890 2.4494 -8.3149
H32 -3.8399 2.4883 -6.5540
H33 -5.1328 3.2858 -7.4864
H34 -8.0849 -0.4729 -5.3684
H35 -6.7411 -1.4510 -5.1129
H36 -7.8525 -1.7582 -6.5481
C19 -2.0143 1.5832 5.7411
O19 -1.2921 2.7902 5.6182
C20 -0.1557 2.9446 6.4376
O20 0.2417 2.1942 7.3384
O21 0.5538 3.9895 5.8731
C21 1.7162 4.3919 6.5832
H37 -2.2490 1.2768 6.7605
H38 -1.4660 0.7805 5.2479
H39 -2.9747 1.6712 5.2332
H40 1.3202 5.1889 7.2126
H41 2.5118 4.7208 5.9147
H42 2.1940 3.5772 7.1273
C22 -1.2315 -1.9906 -5.5410
O22 -2.1846 -2.9440 -5.0611
C23 -1.7851 -4.1236 -4.6488
O23 -0.6956 -4.7083 -4.7638
O24 -2.8537 -4.7451 -4.1049
C24 -2.8044 -6.1061 -3.8047
H43 -1.7170 -1.1096 -5.9609
H44 -0.6572 -2.2629 -6.4265
H45 -0.5951 -1.6270 -4.7342
H46 -2.1869 -6.1835 -2.9099
H47 -2.6112 -6.7276 -4.6791
H48 -3.7328 -6.5482 -3.4429
C25 0.0647 8.1866 1.4922
O25 -0.5181 7.4187 0.4104
C26 0.1576 6.5126 -0.2046
O26 1.2968 6.1548 -0.0404
O27 -0.6493 6.0139 -1.0830
C27 -0.1489 5.3092 -2.2046
H49 0.2873 7.5811 2.3708
H50 -0.7573 8.8320 1.8019
H51 0.9781 8.7424 1.2803
H52 -0.9657 4.8770 -2.7828
H53 0.5937 4.5380 -2.0002
H54 0.3632 5.9058 -2.9596
C28 6.1463 3.3379 -3.1276
O28 7.4952 3.3542 -3.7354
C29 8.5585 3.9920 -3.2320
O29 8.5308 4.5668 -2.1484
O30 9.6694 3.8846 -4.0111
C30 10.9543 4.4065 -3.6325
H55 5.4708 4.0674 -3.5746
H56 6.1864 3.3677 -2.0388
H57 5.5705 2.4236 -3.2713
H58 11.0017 5.4827 -3.4662
H59 11.6880 4.2121 -4.4148
H60 11.2403 3.8240 -2.7567

***

C36H33ClO8Sr | ωB97M-V/def2-TZVPD

Values from the calculation:
energy = -2484.39163 Ha
total charge = -2
energy above the lowest of the compared OMol25 structures with the same formula, charge and spin = 0.0 kJ/mol
frontier orbital gap = 6.76 eV

Cartesian coordinates (Å):
Sr1 -0.1353 -0.1921 -0.1541
C1 -2.0479 1.9460 0.6124
C2 -1.1157 1.8934 1.6708
C3 -1.3109 0.6784 2.3615
C4 -2.3603 -0.0199 1.7289
C5 -2.8154 0.7621 0.6471
H1 -2.1562 2.7528 -0.1006
H2 -0.3772 2.6473 1.9105
H3 -0.7302 0.3325 3.2058
H4 -2.7244 -1.0029 1.9958
H5 -3.6053 0.4950 -0.0418
C6 4.2923 4.1355 -2.3708
C7 4.6791 2.6618 -2.4224
C8 6.1148 2.4807 -2.8869
O1 3.8358 1.9255 -3.2876
C9 2.8798 1.1601 -2.5212
C10 3.2435 1.4704 -1.0543
O2 4.5393 2.0829 -1.1529
C11 3.3483 0.2792 -0.0348
O3 2.1217 -0.0873 0.4037
C12 4.1015 -0.8855 -0.7114
C13 5.4204 -0.7780 -1.1573
C14 6.0435 -1.8352 -1.8034
C15 5.3633 -3.0302 -2.0093
C16 4.0611 -3.1550 -1.5488
C17 3.4404 -2.0919 -0.9019
C18 4.1370 0.7679 1.2082
C19 3.8209 1.9989 1.7845
C20 4.4018 2.4116 2.9714
C21 5.3149 1.5941 3.6290
C22 5.6247 0.3606 3.0800
C23 5.0411 -0.0443 1.8839
C24 1.4121 1.4611 -2.9613
O4 0.5566 0.8784 -2.0899
C25 1.1779 2.9876 -3.0293
C26 1.5445 3.7687 -4.1228
C27 1.3199 5.1385 -4.1306
C28 0.7283 5.7562 -3.0366
C29 0.3460 4.9844 -1.9468
C30 0.5586 3.6121 -1.9511
C31 1.1714 0.8959 -4.3819
C32 -0.1579 0.7069 -4.7602
C33 -0.4843 0.2082 -6.0088
C34 0.5196 -0.1272 -6.9128
C35 1.8429 0.0434 -6.5440
C36 2.1678 0.5539 -5.2891
H6 4.3042 4.5680 -3.3720
H7 5.0058 4.6667 -1.7370
H8 3.2928 4.2602 -1.9564
H9 6.2490 2.9405 -3.8674
H10 6.3345 1.4164 -2.9574
H11 6.7979 2.9488 -2.1762
H12 3.0494 0.1020 -2.7344
H13 2.5173 2.1759 -0.6370
H14 5.9593 0.1438 -0.9846
H15 7.0672 -1.7266 -2.1465
H16 5.8469 -3.8561 -2.5189
H17 3.5152 -4.0799 -1.6928
H18 2.4302 -2.1941 -0.5275
H19 3.0943 2.6400 1.3024
H20 4.1344 3.3746 3.3922
H21 5.7675 1.9130 4.5611
H22 6.3218 -0.3000 3.5842
H23 5.2892 -1.0172 1.4795
H24 2.0151 3.2971 -4.9767
H25 1.6129 5.7268 -4.9936
H26 0.5560 6.8266 -3.0384
H27 -0.1316 5.4484 -1.0912
H28 0.2325 2.9967 -1.1218
H29 -0.9248 0.9384 -4.0318
H30 -1.5251 0.0636 -6.2755
H31 0.2686 -0.5293 -7.8878
H32 2.6371 -0.2269 -7.2315
H33 3.2083 0.6868 -5.0242
O5 -2.1084 -3.9383 0.3993
Cl1 -1.0110 -3.4302 -0.3736
O6 -0.4310 -4.4793 -1.1620
O7 -1.4688 -2.3522 -1.2410
O8 -0.0030 -2.8561 0.5084

***

C22H20Cl2N4O | ωB97M-V/def2-TZVPD

Values from the calculation:
energy = -2064.98709 Ha
SMILES string = CCC(CC)n1cnc2c(-c3ccc(Cl)cc3)n(-c3ccccc3Cl)nc2c1=O
energy above the lowest of the compared OMol25 structures with the same formula, charge and spin = 0.0 kJ/mol
frontier orbital gap = 8.28 eV

Cartesian coordinates (Å):
C1 2.4172 3.8777 -0.8640
C2 2.4873 4.1276 0.6236
C3 1.1942 3.7257 1.4293
C4 1.4763 3.6887 2.9099
C5 1.9930 5.0218 3.4536
N1 0.6211 2.4504 0.9894
C6 1.4849 1.3618 1.0653
N2 1.2167 0.1578 0.6175
C7 -0.0527 -0.1022 0.1235
C8 -0.5653 -1.2597 -0.3671
C9 0.1889 -2.5423 -0.4611
C10 -0.4593 -3.7677 -0.3274
C11 0.2375 -4.9745 -0.4950
C12 1.6191 -4.9649 -0.7579
Cl1 2.4765 -6.4545 -0.9664
C13 2.2632 -3.7113 -0.9365
C14 1.5702 -2.4881 -0.7789
N3 -1.9067 -0.9808 -0.6769
C15 -2.8060 -1.9188 -1.2699
C16 -3.9748 -2.2521 -0.5791
C17 -4.8214 -3.2344 -1.0732
C18 -4.5927 -3.8700 -2.3134
C19 -3.4215 -3.5070 -3.0022
C20 -2.5438 -2.5606 -2.5151
Cl2 -1.1267 -2.2134 -3.4928
N4 -2.2575 0.3101 -0.3413
C21 -1.1229 0.8652 0.1221
C22 -0.6713 2.2236 0.5418
O1 -1.4609 3.1428 0.4736
H1 2.5672 2.8080 -1.0783
H2 1.4848 4.2390 -1.3369
H3 3.2656 4.3241 -1.3790
H4 3.3815 3.5996 1.0056
H5 2.6601 5.2070 0.7333
H6 0.4820 4.5117 1.2489
H7 2.1800 2.9339 3.2067
H8 0.5558 3.4397 3.4779
H9 3.0159 5.1954 3.1506
H10 1.3424 5.8258 3.1164
H11 1.9157 5.0211 4.5614
H12 2.4484 1.5192 1.5416
H13 -1.5075 -3.8308 -0.0602
H14 -0.2656 -5.9254 -0.3909
H15 3.3204 -3.6413 -1.1768
H16 2.0446 -1.5094 -0.9573
H17 -4.1517 -1.8163 0.3896
H18 -5.7255 -3.5001 -0.5321
H19 -5.3043 -4.5522 -2.7468
H20 -3.1722 -4.0000 -3.9051